Formula: C30H90O40P10
Source: the Open Molecules 2025 dataset
Level of theory: ωB97M-V with the def2-TZVPD basis set

## Properties
LUMO level: 0.517 eV
Gap between HOMO and LUMO: 10.7 eV
Structure (SMILES): COP(=O)(OC)OC.COP(=O)(OC)OC.COP(=O)(OC)OC.COP(=O)(OC)OC.COP(=O)(OC)OC.COP(=O)(OC)OC.COP(=O)(OC)OC.COP(=O)(OC)OC.COP(=O)(OC)OC.COP(=O)(OC)OC
Total charge: 0
Calculated total energy: -207380.34968 eV

Last columns: bonded neighbours and bond lengths (Å).
CARTESIAN COORDINATES (ANGSTROEM)
1 C 26.62482 21.25863 17.27272  O2 1.488, H9 1.060, H10 1.068, H11 1.085
2 O 25.81710 20.29795 16.47257  C1 1.488, P3 1.642
3 P 25.70158 18.77171 17.06749  O2 1.642, O4 1.457, O5 1.550, O7 1.575
4 O 25.27909 18.62998 18.45483  P3 1.457
5 O 24.74379 18.09875 16.05162  P3 1.550, C6 1.437
6 C 23.33980 18.16698 16.35125  O5 1.437, H12 1.126, H13 1.075, H14 1.096
7 O 27.09927 18.15993 16.67697  P3 1.575, C8 1.483
8 C 27.74895 18.12329 15.34471  O7 1.483, H15 1.108, H16 1.081, H17 1.088
9 H 27.66010 21.05100 17.18285  C1 1.060
10 H 26.41935 21.31376 18.31925  C1 1.068
11 H 26.47346 22.23968 16.83489  C1 1.085
12 H 23.09329 17.32821 17.06135  C6 1.126
13 H 22.76427 18.03943 15.45259  C6 1.075
14 H 23.06538 19.06657 16.91381  C6 1.096
15 H 27.35585 17.23895 14.80463  C8 1.108
16 H 28.80314 18.08295 15.58047  C8 1.081
17 H 27.43313 18.98282 14.75744  C8 1.088
18 C 19.18548 17.97325 13.83341  O19 1.443, H26 1.067, H27 1.082, H28 1.076
19 O 20.52360 17.51827 14.12660  C18 1.443, P20 1.599
20 P 20.97098 16.00651 13.85871  O19 1.599, O21 1.462, O22 1.596, O24 1.582
21 O 22.36869 15.66987 14.12644  P20 1.462
22 O 20.38549 15.78482 12.39052  P20 1.596, C23 1.459
23 C 21.12249 16.39849 11.29122  O22 1.459, H29 1.128, H30 1.112, H31 1.063
24 O 19.91409 15.16861 14.68627  P20 1.582, C25 1.461
25 C 19.97159 13.71507 14.55242  O24 1.461, H32 1.094, H33 1.103, H34 1.078
26 H 18.47076 17.29994 14.25103  C18 1.067
27 H 19.03082 18.11420 12.77210  C18 1.082
28 H 19.26472 18.89689 14.38005  C18 1.076
29 H 22.19355 16.04948 11.34068  C23 1.128
30 H 21.13255 17.48496 11.52571  C23 1.112
31 H 20.57673 16.14684 10.41459  C23 1.063
32 H 19.70803 13.35016 15.54942  C25 1.094
33 H 20.95170 13.36986 14.18266  C25 1.103
34 H 19.25683 13.42308 13.79983  C25 1.078
35 C 16.26481 12.11585 24.65232  O36 1.419, H43 1.085, H44 1.115, H45 1.040
36 O 15.67896 13.19097 25.36884  C35 1.419, P37 1.562
37 P 14.51566 14.12713 24.90928  O36 1.562, O38 1.429, O39 1.575, O41 1.549
38 O 13.30547 13.50435 24.47336  P37 1.429
39 O 15.25929 14.98043 23.81432  P37 1.575, C40 1.415
40 C 14.61430 15.96533 23.02856  O39 1.415, H46 1.100, H47 1.101, H48 1.061
41 O 14.34614 14.99646 26.17968  P37 1.549, C42 1.474
42 C 13.04056 15.48685 26.65774  O41 1.474, H49 1.053, H50 1.088, H51 1.074
43 H 16.93837 11.59465 25.32506  C35 1.085
44 H 16.87599 12.37709 23.75763  C35 1.115
45 H 15.49989 11.47360 24.36226  C35 1.040
46 H 14.15371 15.56051 22.11580  C40 1.100
47 H 15.47772 16.55277 22.67920  C40 1.101
48 H 13.90405 16.52383 23.58466  C40 1.061
49 H 12.94166 16.42767 26.19532  C42 1.053
50 H 13.22900 15.59349 27.72356  C42 1.088
51 H 12.22203 14.81733 26.46766  C42 1.074
52 C 19.38479 20.49793 22.06836  O53 1.459, H60 1.104, H61 1.087, H62 1.081
53 O 19.62940 19.15885 22.59215  C52 1.459, P54 1.574
54 P 20.46046 18.20568 21.65543  O53 1.574, O55 1.479, O56 1.567, O58 1.586
55 O 20.19084 18.33948 20.20693  P54 1.479
56 O 21.95164 18.41356 22.08901  P54 1.567, C57 1.444
57 C 23.00203 17.81782 21.29653  O56 1.444, H63 1.091, H64 1.079, H65 1.125
58 O 20.17366 16.72678 22.15287  P54 1.586, C59 1.433
59 C 18.92465 16.17674 21.71485  O58 1.433, H66 1.049, H67 1.075, H68 1.078
60 H 20.27563 21.13636 22.20071  C52 1.104
61 H 18.66440 20.97377 22.72939  C52 1.087
62 H 19.00397 20.35975 21.06563  C52 1.081
63 H 23.07527 18.36053 20.35289  C57 1.091
64 H 22.63332 16.82698 21.07876  C57 1.079
65 H 23.98457 17.76881 21.84254  C57 1.125
66 H 19.02681 15.73633 20.76832  C59 1.049
67 H 18.11075 16.87825 21.74334  C59 1.075
68 H 18.66481 15.36293 22.37203  C59 1.078
69 C 13.36054 8.15372 16.91216  O70 1.440, H77 1.087, H78 1.099, H79 1.099
70 O 14.09234 9.28840 17.41389  C69 1.440, P71 1.604
71 P 14.51830 10.49872 16.45172  O70 1.604, O72 1.470, O73 1.592, O75 1.570
72 O 14.99738 10.10638 15.11847  P71 1.470
73 O 13.16814 11.33950 16.38332  P71 1.592, C74 1.491
74 C 12.80506 12.02206 15.10900  O73 1.491, H80 1.053, H81 1.082, H82 1.074
75 O 15.44950 11.43797 17.29718  P71 1.570, C76 1.464
76 C 16.88218 11.15998 17.41021  O75 1.464, H83 1.090, H84 1.089, H85 1.116
77 H 14.06381 7.43154 16.50490  C69 1.087
78 H 12.77733 8.55923 16.07381  C69 1.099
79 H 12.73414 7.77386 17.73091  C69 1.099
80 H 12.15278 12.79151 15.40981  C74 1.053
81 H 12.33546 11.29982 14.45394  C74 1.082
82 H 13.68719 12.37903 14.61098  C74 1.074
83 H 17.17795 10.11263 17.34787  C76 1.090
84 H 17.08031 11.53803 18.41210  C76 1.089
85 H 17.42679 11.80761 16.68247  C76 1.116
86 C 17.25951 19.81128 18.93102  O87 1.496, H94 1.071, H95 1.105, H96 1.081
87 O 16.33446 20.12781 20.06316  C86 1.496, P88 1.554
88 P 15.61508 18.91918 20.72371  O87 1.554, O89 1.430, O90 1.560, O92 1.571
89 O 16.35356 17.69837 20.81791  P88 1.430
90 O 14.22952 18.76049 20.02565  P88 1.560, C91 1.465
91 C 13.27737 17.76881 20.53149  O90 1.465, H97 1.065, H98 1.078, H99 1.069
92 O 15.12523 19.46642 22.11199  P88 1.571, C93 1.455
93 C 16.17382 19.78342 23.06920  O92 1.455, H100 1.096, H101 1.102, H102 1.094
94 H 16.74418 19.53636 18.03320  C86 1.071
95 H 18.00087 19.01124 19.11049  C86 1.105
96 H 17.76747 20.74510 18.73341  C86 1.081
97 H 12.31440 18.00560 20.14351  C91 1.065
98 H 13.24282 17.77893 21.60869  C91 1.078
99 H 13.57547 16.82179 20.13533  C91 1.069
100 H 17.11998 19.29082 22.81809  C93 1.096
101 H 15.74752 19.53732 24.05501  C93 1.102
102 H 16.34190 20.85870 22.95786  C93 1.094
103 C 15.80099 16.33004 12.71969  O104 1.405, H111 1.110, H112 1.064, H113 1.100
104 O 15.51667 15.01937 12.29997  C103 1.405, P105 1.604
105 P 16.04582 14.32850 10.95214  O104 1.604, O106 1.452, O107 1.681, O109 1.585
106 O 15.76011 15.01828 9.70714  P105 1.452
107 O 17.67106 14.13923 11.33968  P105 1.681, C108 1.424
108 C 18.58183 13.56789 10.40563  O107 1.424, H114 1.093, H115 1.098, H116 1.083
109 O 15.26637 12.95687 11.10850  P105 1.585, C110 1.489
110 C 15.72190 12.17072 12.28770  O109 1.489, H117 1.067, H118 1.045, H119 1.109
111 H 16.89253 16.36562 12.91701  C103 1.110
112 H 15.22143 16.38646 13.61022  C103 1.064
113 H 15.45224 17.04976 11.96412  C103 1.100
114 H 19.49576 13.72374 10.98540  C108 1.093
115 H 18.55224 14.19909 9.50752  C108 1.098
116 H 18.33188 12.53595 10.19420  C108 1.083
117 H 14.91072 11.54613 12.58912  C110 1.067
118 H 15.90674 12.90169 13.01090  C110 1.045
119 H 16.57425 11.51281 12.02197  C110 1.109
120 C 10.73924 15.25252 22.90152  O121 1.430, H128 1.052, H129 1.090, H130 1.108
121 O 11.28793 15.31925 21.58274  C120 1.430, P122 1.555
122 P 11.70725 14.02358 20.83132  O121 1.555, O123 1.468, O124 1.528, O126 1.572
123 O 10.94318 12.78948 21.05322  P122 1.468
124 O 11.70879 14.57799 19.40721  P122 1.528, C125 1.440
125 C 12.19809 13.69537 18.37967  O124 1.440, H131 1.080, H132 1.116, H133 1.095
126 O 13.18580 13.82186 21.32672  P122 1.572, C127 1.477
127 C 13.90094 12.54586 21.52930  O126 1.477, H134 1.094, H135 1.126, H136 1.108
128 H 9.95039 15.94210 22.99837  C120 1.052
129 H 11.57907 15.38490 23.58377  C120 1.090
130 H 10.29883 14.25445 23.09684  C120 1.108
131 H 11.61518 12.78667 18.41163  C125 1.080
132 H 13.28902 13.51297 18.52563  C125 1.116
133 H 12.00313 14.25292 17.45781  C125 1.095
134 H 13.47059 12.06139 22.41091  C127 1.094
135 H 14.99136 12.79387 21.65806  C127 1.126
136 H 13.66353 11.95605 20.62204  C127 1.108
137 C 15.60488 15.38206 18.79805  O138 1.487, H145 1.084, H146 1.083, H147 1.112
138 O 17.06247 15.17738 18.58605  C137 1.487, P139 1.571
139 P 17.68700 15.32921 17.15284  O138 1.571, O140 1.467, O141 1.567, O143 1.559
140 O 17.41269 16.61113 16.49542  P139 1.467
141 O 19.20062 15.06172 17.45849  P139 1.567, C142 1.438
142 C 20.03391 16.19956 17.73690  O141 1.438, H148 1.079, H149 1.075, H150 1.101
143 O 17.33456 14.05701 16.32374  P139 1.559, C144 1.461
144 C 16.43043 14.14031 15.17908  O143 1.461, H151 1.112, H152 1.083, H153 1.032
145 H 15.38894 16.41082 18.53392  C137 1.084
146 H 15.47752 15.23069 19.86251  C137 1.083
147 H 15.01714 14.65222 18.19901  C137 1.112
148 H 19.61222 16.75090 18.56321  C142 1.079
149 H 20.06953 16.79793 16.84461  C142 1.075
150 H 21.05015 15.84711 17.97084  C142 1.101
151 H 15.41008 14.55389 15.33574  C144 1.112
152 H 16.24509 13.09638 14.96011  C144 1.083
153 H 16.90626 14.61351 14.39450  C144 1.032
154 C 13.72015 17.17084 16.20728  O155 1.425, H162 1.076, H163 1.094, H164 1.066
155 O 13.36736 16.34668 15.10006  C154 1.425, P156 1.616
156 P 11.84267 16.08800 14.62953  O155 1.616, O157 1.415, O158 1.578, O160 1.540
157 O 11.09824 17.24462 14.29945  P156 1.415
158 O 11.23725 15.27897 15.84094  P156 1.578, C159 1.482
159 C 9.76333 15.24156 15.98745  O158 1.482, H165 1.057, H166 1.070, H167 1.077
160 O 12.11032 15.10815 13.47207  P156 1.540, C161 1.460
161 C 11.87129 15.53549 12.09624  O160 1.460, H168 1.083, H169 1.066, H170 1.064
162 H 14.76518 16.97160 16.36705  C154 1.076
163 H 13.12349 16.88836 17.07945  C154 1.094
164 H 13.47776 18.19998 16.06891  C154 1.066
165 H 9.59779 14.33444 16.50419  C159 1.057
166 H 9.25583 15.19436 15.04652  C159 1.070
167 H 9.35591 16.06546 16.54849  C159 1.077
168 H 12.81145 15.37940 11.58160  C161 1.083
169 H 11.65031 16.57811 12.08654  C161 1.066
170 H 11.10446 14.92758 11.67944  C161 1.064